C17H9BrN2O6RuSe2Te2 | wB97M-V/def2-TZVPD

Structure (XYZ):
```
40
Properties=species:S:1:pos:R:3:forces:R:3
Ru 0.27096 1.42784 -2.17679 0.69 0.93 -0.65
Se 2.58410 2.00347 -2.18071 -0.28 -0.92 0.18
Te 1.54185 4.24379 -1.97752 -0.19 -0.01 -0.18
Te 1.65521 3.78169 -4.66612 -0.46 0.28 -0.11
Se -0.05576 1.96916 -4.46452 0.40 -0.30 0.45
Br -2.26322 0.96333 -2.02068 -0.03 0.17 0.09
C -2.08195 -0.87102 -2.48081 -2.01 0.80 0.25
C -3.21417 -1.59629 -2.60763 -0.84 -0.31 -0.05
C -3.12735 -2.97662 -2.90961 -1.45 0.94 0.21
C -1.92673 -3.53225 -3.04467 1.67 -0.46 -0.12
C -0.74445 -2.74974 -2.89925 -0.35 -0.70 -0.14
C 0.51644 -3.35837 -3.01696 -0.55 -0.71 -0.15
C 1.62334 -2.62095 -2.86539 0.95 0.61 0.12
C 1.53085 -1.23194 -2.61749 0.21 -0.47 -0.09
C 0.34079 -0.57842 -2.50705 0.34 0.66 0.16
C -0.82604 -1.36659 -2.62536 1.40 -0.84 -0.21
H -4.17993 -1.12710 -2.47126 0.01 -0.04 -0.01
H -4.02599 -3.56728 -3.01820 -0.09 0.07 0.02
H -1.83434 -4.58907 -3.26244 0.12 0.01 0.00
H 0.57438 -4.41864 -3.22298 -0.04 -0.05 -0.01
H 2.60188 -3.08008 -2.94185 0.00 0.06 0.01
H 2.45388 -0.70839 -2.52953 0.52 0.38 0.06
O 1.43520 3.08916 0.37652 0.89 0.98 0.85
C 0.75472 2.13628 0.70523 -0.99 -0.79 -0.29
O 0.08281 1.42968 -0.13227 -0.18 -0.64 0.29
C 0.59882 1.70389 2.16463 0.29 0.48 -0.98
C -0.18691 0.62644 2.50423 -0.41 -0.51 -0.22
C -0.29672 0.26544 3.83106 0.10 0.11 0.22
C 0.35715 0.94514 4.84620 -0.03 -0.01 -0.23
C 1.13546 2.02011 4.45739 0.02 -0.09 0.07
C 1.26647 2.41057 3.13775 0.36 0.41 0.31
N 1.85348 2.77825 5.50418 -0.20 0.13 0.16
O 2.51741 3.72933 5.15216 0.05 -0.08 -0.04
O 1.70323 2.41627 6.65382 0.08 -0.02 -0.12
N -1.14349 -0.89002 4.18542 -0.13 -0.16 -0.03
O -1.71439 -1.46366 3.27993 0.07 0.09 0.07
O -1.21639 -1.19380 5.35759 0.05 0.06 -0.02
H -0.71015 0.06953 1.73686 0.04 0.04 0.09
H 0.26496 0.65321 5.88049 0.00 0.00 -0.01
H 1.88460 3.25764 2.86561 -0.04 -0.07 0.07
```
Positions in Å, forces in eV/Å.

Its total charge is 0. Its frontier orbital gap (alpha / beta) is 5.280 / 5.228 eV. Its relative energy (zero: lowest compared OMol25 entry of this formula, charge and spin) is 0.00 kcal/mol. Its LUMO energy (alpha / beta) is -2.58 / -2.63 eV. The calculation puts the HOMO energy (alpha / beta) at -7.860 / -7.854 eV.


C17H9Cl5N3Sn | wB97M-V/def2-TZVPD

Structure (XYZ):
```
35
Properties=species:S:1:pos:R:3:forces:R:3
Sn 1.04687 0.19837 -1.94367 -0.70 0.20 0.35
Cl -0.50014 0.97830 -4.25241 0.00 -0.15 -0.52
C -1.39760 1.68423 -2.95650 0.55 -0.23 0.91
C -0.90620 1.44467 -1.70067 0.35 -0.32 -0.79
C -1.61794 2.00408 -0.61196 -0.09 0.14 0.14
Cl -1.02422 1.73335 0.94759 0.03 -0.05 -0.02
C -2.78241 2.78421 -0.77958 -0.12 0.08 -0.11
Cl -3.60346 3.41609 0.56114 0.05 -0.02 -0.05
C -3.24093 3.03326 -2.07315 -0.26 0.16 0.42
Cl -4.60992 3.97900 -2.31816 0.17 -0.12 -0.08
C -2.54787 2.47412 -3.19826 -0.39 0.27 -0.68
Cl -3.08573 2.75892 -4.75581 0.20 -0.11 0.49
C 3.82788 1.11078 3.64812 -0.09 0.01 -0.35
C 3.84062 1.59531 2.33316 0.11 0.04 0.23
C 3.05160 1.00273 1.38394 -0.14 -0.14 -0.50
C 2.22731 -0.09602 1.72620 0.50 0.53 0.68
C 2.19984 -0.56575 3.07092 -0.33 0.02 -0.31
C 2.99766 0.04146 4.00098 -0.03 -0.15 0.31
N 1.47080 -0.69083 0.76696 -0.58 -0.58 0.23
N 0.73154 -1.64248 0.89702 0.93 0.42 -0.21
C -0.14332 -2.20540 -0.02084 -0.93 -0.53 -0.68
C -0.87317 -3.31736 0.37493 0.31 0.13 0.26
C -1.75184 -3.90352 -0.52723 -0.02 0.07 -0.22
C -1.84923 -3.37195 -1.80116 0.03 -0.03 0.08
C -1.06844 -2.26955 -2.12980 -0.10 -0.08 -0.16
N -0.24349 -1.67931 -1.26647 0.37 0.46 0.45
H 4.46801 1.56707 4.39212 -0.02 0.00 0.03
H 4.47766 2.42986 2.07483 -0.02 0.00 -0.04
H 3.04733 1.37967 0.36693 0.07 -0.05 0.02
H 1.55760 -1.40276 3.31602 0.08 -0.02 0.10
H 2.99038 -0.31866 5.02193 0.03 -0.01 -0.02
H -0.74079 -3.72502 1.36868 0.02 0.07 0.02
H -2.33622 -4.76904 -0.24452 0.02 0.00 0.05
H -2.50686 -3.80603 -2.54156 0.01 0.02 -0.03
H -1.10530 -1.85180 -3.12968 -0.02 -0.01 0.01
```
Positions in Å, forces in eV/Å.

Its total charge is +3. Its frontier orbital gap (alpha / beta) is 5.227 / 5.392 eV. Its LUMO energy (alpha / beta) is -13.15 / -13.09 eV. The calculation puts the HOMO energy (alpha / beta) at -18.376 / -18.481 eV.


C18H10BrF6MgN5O6S4 | wB97M-V/def2-TZVPD

Structure (XYZ):
```
51
Properties=species:S:1:pos:R:3:forces:R:3
Mg 8.63054 10.17530 11.22140 0.70 1.09 0.55
S 10.86840 10.39256 12.86500 0.24 -0.85 -0.79
C 9.90402 11.54164 13.61972 0.00 0.19 0.61
S 8.56637 12.25392 12.81950 -0.63 -0.10 -0.75
C 10.17786 11.92709 14.94821 -0.31 0.18 -0.57
C 11.36317 11.52742 15.59854 2.14 -0.46 1.67
N 12.34589 11.26310 16.19490 -2.08 0.50 -1.28
C 9.28508 12.80796 15.60445 -0.93 1.34 1.31
N 8.56923 13.53815 16.17962 1.15 -1.18 -0.87
F 4.62045 6.16142 10.12989 0.42 0.53 -0.51
C 4.78553 7.32878 9.49795 0.00 -0.39 0.88
F 4.11917 8.26569 10.17378 1.29 -0.26 -0.31
F 4.20490 7.24727 8.29754 1.01 0.00 0.17
S 6.96113 7.83570 9.16916 -2.22 4.05 0.36
O 6.92911 9.26987 9.60883 -0.37 -2.42 -0.54
O 6.99926 7.57465 7.73767 0.25 -0.49 1.01
N 6.37708 7.10800 12.48887 -1.21 0.72 -1.44
S 6.64659 8.38770 13.38976 3.27 -1.73 -1.65
O 6.72292 8.17192 14.78689 -0.34 0.15 1.50
O 7.82425 9.10086 12.80352 -1.22 -0.44 0.35
C 5.41531 9.87552 13.14084 0.07 0.69 -0.41
F 5.81430 10.45807 12.00276 -0.67 -0.24 -0.07
F 5.49461 10.84162 14.08541 0.29 -1.60 -0.32
F 4.12975 9.53168 13.04531 0.16 -0.27 -0.06
Br 6.93942 5.21226 12.28142 -0.44 2.50 1.27
C 8.69496 7.41818 9.74464 0.10 -0.48 1.42
C 9.29841 6.23121 9.43678 -0.62 -0.48 -0.27
C 10.63119 6.32746 9.10372 1.57 -0.77 -0.15
C 11.28247 7.55018 9.02390 -1.23 0.83 0.03
C 10.51292 8.67213 9.42324 0.70 -1.56 1.39
N 9.35491 8.50598 10.10398 -0.91 -0.96 -2.69
C 10.84423 10.09295 9.17344 -0.88 2.87 1.34
O 11.92716 10.33854 8.63017 -1.27 0.07 0.23
O 9.85344 10.88760 9.59906 2.56 -1.38 -1.38
H 8.74219 5.29856 9.46559 0.10 0.19 -0.44
H 11.18896 5.42795 8.81820 -0.29 0.23 0.23
H 12.29846 7.67615 8.65051 -0.46 0.07 0.00
N 7.68259 12.83963 9.42318 -0.11 -0.08 -0.18
C 6.68436 13.26754 8.58165 -0.14 0.41 0.37
C 6.71400 12.87651 7.22960 -0.24 0.12 -0.21
C 5.88668 13.49924 6.30277 -0.11 0.25 0.47
C 4.98926 14.47172 6.73694 -0.51 0.27 -0.21
C 4.81381 14.74165 8.10280 0.63 -0.81 -0.78
C 5.63102 14.12446 9.03389 0.71 -0.12 -0.16
H 7.72984 13.20361 10.37029 0.17 -0.15 -0.35
H 8.56804 12.55211 8.99527 -0.49 -0.06 0.63
H 7.39364 12.09441 6.90420 0.11 0.16 0.16
H 5.93180 13.24860 5.24238 0.10 0.00 0.27
H 4.39719 15.02975 6.00904 0.03 -0.26 0.16
H 4.03031 15.41518 8.38564 -0.18 0.33 0.32
H 5.55396 14.38239 10.09433 0.08 -0.21 -0.32
```
Positions in Å, forces in eV/Å.

Its total charge is -2. Its frontier orbital gap is 3.932 eV. Its relative energy (zero: lowest compared OMol25 entry of this formula, charge and spin) is 114.38 kcal/mol. Its LUMO energy is 2.11 eV. The calculation puts the HOMO energy at -1.824 eV.


C18H10Cl5O5PRuS3 | wB97M-V/def2-TZVPD

Structure (XYZ):
```
43
Properties=species:S:1:pos:R:3:forces:R:3
Ru -0.22254 0.83718 -0.17277 0.26 1.35 0.23
O -1.99036 -2.51372 -0.19040 0.14 0.01 -0.10
S -1.48953 -1.19662 -0.07962 -1.16 -1.11 0.26
O -2.45014 -0.07935 -0.03948 -0.17 -0.14 0.02
O -0.55156 -0.76348 -1.26193 0.35 0.39 -0.13
O -0.54034 -0.93956 1.06435 0.19 0.44 -0.15
Cl 3.36789 2.26702 5.97733 0.08 -0.01 0.12
C 2.31935 2.17563 4.63001 -0.11 -0.05 -0.23
C 2.67127 1.40450 3.52093 0.00 0.06 0.21
Cl 4.15387 0.54629 3.49862 0.06 -0.07 -0.02
C 1.81898 1.33731 2.43204 -0.53 0.25 -0.06
Cl 2.19642 0.36602 1.06089 0.42 -0.13 0.06
C 0.61298 2.06071 2.38809 0.67 0.01 0.69
O -0.16837 2.08389 1.33559 -0.08 -0.56 -1.03
C 0.27797 2.83552 3.51613 0.01 -0.14 -0.32
Cl -1.17795 3.73001 3.44931 -0.10 0.06 0.03
C 1.10978 2.87664 4.62646 0.08 -0.08 -0.08
Cl 0.65174 3.79474 5.99663 -0.01 0.08 0.06
S -1.71036 2.48496 -1.38666 0.56 -0.29 0.08
P 0.02770 3.26777 -2.09182 0.00 0.30 -0.05
S 1.49619 1.89228 -1.88058 -0.64 -0.22 0.44
C 0.46173 4.77105 -1.16690 0.01 -0.23 -0.19
C 1.20486 4.66282 0.00403 0.04 0.12 -0.08
C 1.44251 5.78780 0.77559 0.01 -0.03 0.02
C 0.96356 7.02385 0.36312 0.01 0.00 0.02
C 0.25548 7.13756 -0.82435 -0.03 0.03 -0.04
C -0.00444 6.01137 -1.59062 -0.07 -0.04 0.05
C -0.13975 3.76350 -3.81910 0.02 -0.05 0.16
C 1.01219 4.16775 -4.49204 -0.09 0.00 0.03
C 0.92529 4.56082 -5.81584 0.09 0.01 0.02
C -0.30409 4.54746 -6.46271 -0.05 0.00 -0.01
C -1.44634 4.13770 -5.79202 -0.04 0.01 -0.05
C -1.36978 3.74192 -4.46428 0.09 0.01 0.05
H 1.62474 3.70806 0.28063 -0.02 -0.10 0.11
H 2.00567 5.69571 1.69594 0.01 0.03 -0.02
H 1.15405 7.90417 0.96314 0.00 0.00 0.00
H -0.09411 8.10625 -1.15654 -0.02 -0.01 0.01
H -0.56728 6.09268 -2.51251 0.00 0.04 0.01
H 1.96344 4.16315 -3.97239 0.04 0.04 -0.07
H 1.81556 4.87209 -6.34631 -0.01 0.00 0.01
H -0.37102 4.85557 -7.49801 0.01 -0.01 0.00
H -2.39888 4.12007 -6.30487 0.00 0.01 0.01
H -2.25073 3.41162 -3.92920 -0.03 -0.01 -0.05
```
Positions in Å, forces in eV/Å.

Its total charge is 0. Its frontier orbital gap (alpha / beta) is 7.080 / 6.198 eV. Its LUMO energy (alpha / beta) is -1.93 / -2.89 eV. The calculation puts the HOMO energy (alpha / beta) at -9.008 / -9.092 eV. Its multiplicity is 5.


C18H10ClF2NO5S2V | wB97M-V/def2-TZVPD

Structure (XYZ):
```
40
Properties=species:S:1:pos:R:3:forces:R:3
V -0.53744 0.01617 0.52367 -0.42 0.56 0.10
F 0.33899 -5.39388 1.28229 -0.01 0.08 -0.02
C -0.05733 -4.34974 0.47982 -0.01 -0.28 -0.12
C 0.00347 -3.07067 0.93614 0.01 0.29 -0.03
C -0.40011 -1.97735 0.11721 -0.06 -0.10 -0.14
C -0.85764 -2.30037 -1.20322 0.00 -0.20 0.09
C -0.90432 -3.64706 -1.59026 -0.08 0.18 -0.15
F -1.35209 -3.98279 -2.84092 -0.02 -0.04 -0.04
C -0.51995 -4.69170 -0.79682 0.08 0.09 0.22
C -1.19149 -1.17034 -2.03511 0.00 0.26 0.19
C -1.64187 -1.16294 -3.36417 0.03 -0.08 0.02
C -1.84401 0.02351 -4.02877 0.03 0.15 0.11
C -1.60419 1.23503 -3.34935 -0.06 -0.05 -0.26
C -1.20540 1.19507 -2.04620 0.09 -0.36 0.27
N -0.99890 0.02568 -1.37334 -0.02 -0.15 -0.57
H 0.36449 -2.90422 1.94693 -0.01 0.01 0.00
H -0.56868 -5.71469 -1.13896 0.00 0.00 0.00
H -1.81483 -2.10513 -3.85958 -0.01 0.01 -0.02
H -2.19174 0.01854 -5.05579 0.01 0.03 0.03
H -1.76298 2.19684 -3.82136 0.00 -0.05 -0.03
H -1.05993 2.09519 -1.46203 -0.05 -0.02 0.02
Cl 1.56095 1.09672 7.15603 0.02 0.00 -0.07
C 1.76412 1.00379 5.41283 -0.05 -0.01 0.14
C 2.88456 1.57647 4.83694 0.03 0.00 -0.09
C 3.03686 1.49790 3.46148 0.03 0.03 0.12
C 2.09020 0.86611 2.66335 0.12 -0.06 -0.22
C 0.98252 0.29938 3.27528 -0.21 -0.02 0.20
C 0.80503 0.36488 4.65295 0.06 0.05 -0.08
C 2.33486 0.84682 1.14750 -0.20 -0.08 0.36
O 3.42590 1.23388 0.74684 0.08 0.10 -0.10
O 1.37591 0.41612 0.42396 0.56 0.06 0.04
H 3.61879 2.07488 5.45551 0.00 0.00 0.01
H 3.89921 1.92714 2.96942 0.00 0.00 0.00
H 0.19877 -0.22105 2.73439 0.14 -0.01 -0.09
H -0.07668 -0.05903 5.11179 0.00 0.00 0.01
O -2.29222 -0.07790 1.47679 -0.67 0.17 0.17
S -2.57086 1.43739 1.63306 0.97 -0.55 -0.32
O -1.18941 1.95318 1.22197 -0.50 -0.06 0.00
O -2.90474 1.75773 3.00116 -0.01 0.10 0.09
S -3.95272 2.00493 0.33831 0.14 -0.02 0.15
```
Positions in Å, forces in eV/Å.

Its total charge is -2. Its frontier orbital gap (alpha / beta) is 4.004 / 4.492 eV. Its relative energy (zero: lowest compared OMol25 entry of this formula, charge and spin) is 2.37 kcal/mol. Its LUMO energy (alpha / beta) is 4.23 / 4.23 eV. The calculation puts the HOMO energy (alpha / beta) at 0.223 / -0.265 eV. Its multiplicity is 2.


C18H10ClI2N4O7Pd | wB97M-V/def2-TZVPD

Structure (XYZ):
```
43
Properties=species:S:1:pos:R:3:forces:R:3
Pd 0.67709 -0.47729 -0.78126 0.03 -0.23 0.05
I 4.11899 3.43333 -0.20676 0.00 0.08 0.05
C 4.28231 1.51293 -0.97601 0.08 -0.06 -0.04
C 5.43641 1.14895 -1.69081 -0.12 0.01 0.10
C 5.59228 -0.10938 -2.20654 -0.13 -0.04 0.05
I 7.36126 -0.57424 -3.20416 0.08 -0.03 -0.07
C 4.56260 -1.07467 -2.04579 0.14 -0.03 0.00
C 4.58428 -2.40686 -2.51764 0.08 0.02 -0.01
C 3.52962 -3.23827 -2.27669 -0.05 -0.03 0.12
C 2.40107 -2.75506 -1.59090 0.16 -0.10 0.05
N 2.34718 -1.51585 -1.16560 0.06 0.19 -0.82
C 3.40770 -0.67683 -1.35739 -0.14 0.00 0.27
C 3.23011 0.62450 -0.76137 0.11 -0.01 -0.08
O 2.16447 0.86237 -0.09021 -0.29 0.17 0.06
H 6.21804 1.88426 -1.82650 -0.01 0.01 0.02
H 5.45000 -2.76088 -3.06251 -0.01 0.01 -0.01
H 3.53400 -4.26058 -2.62831 0.00 0.00 0.03
H 1.53441 -3.36997 -1.40153 -0.06 0.04 -0.12
Cl -0.59303 -1.92647 -2.00865 -0.19 -0.12 0.13
O -0.42082 -0.83395 1.54496 -0.37 -0.06 0.56
C -1.29857 -0.21575 0.95348 0.01 0.36 -0.34
O -1.16105 0.41507 -0.15984 0.57 -0.38 0.27
C -2.69529 -0.17092 1.53086 0.01 0.06 -0.02
C -3.80162 -0.18222 0.68986 0.13 0.04 -0.05
C -5.06124 -0.18840 1.25499 -0.33 0.00 -0.17
C -5.27756 -0.15241 2.61680 -0.04 0.00 -0.01
C -4.15321 -0.11544 3.41376 -0.11 0.03 0.38
C -2.86994 -0.14168 2.90665 0.11 -0.04 -0.02
N -4.34829 -0.04289 4.88714 0.06 -0.04 -0.38
O -3.36351 0.11003 5.57546 0.06 0.00 0.07
O -5.48309 -0.13763 5.30827 -0.06 0.00 0.05
N -6.25505 -0.21910 0.36578 0.30 0.01 0.21
O -7.34507 -0.30624 0.89560 -0.07 0.00 0.01
O -6.06578 -0.15205 -0.82720 -0.01 -0.01 -0.08
H -3.66424 -0.19513 -0.38248 0.00 0.01 0.01
H -6.27104 -0.14887 3.03403 0.00 0.00 0.00
H -2.01091 -0.14688 3.56215 0.00 0.00 -0.01
C 0.21143 3.38600 -0.50508 -0.07 -0.12 -0.10
C 0.39635 2.54938 -1.68740 0.08 0.04 0.25
N 0.58270 1.82565 -2.55752 -0.02 0.23 -0.39
H -0.84814 3.58493 -0.35489 0.00 0.01 -0.01
H 0.76052 4.31855 -0.61786 -0.02 0.02 -0.01
H 0.60463 2.83991 0.35113 0.02 -0.02 -0.01
```
Positions in Å, forces in eV/Å.

Its total charge is -1. Its frontier orbital gap is 6.600 eV. Its relative energy (zero: lowest compared OMol25 entry of this formula, charge and spin) is 16.18 kcal/mol. Its LUMO energy is 1.33 eV. The calculation puts the HOMO energy at -5.274 eV.


| no. | largest force on an atom (hartree/bohr) | energy (eV) |
| --- | --- | --- |
| 1 | 0.04231 | -250938.9587 |
| 2 | 0.02466 | -90656.3267 |
| 3 | 0.09020 | -173696.6965 |
| 4 | 0.03158 | -136053.9554 |
| 5 | 0.02251 | -95874.6184 |
| 6 | 0.01639 | -71323.5425 |